{
  "formula": "C27H72B2F8FeO27S9",
  "method": "the ωB97M-V functional and the def2-TZVPD basis",
  "elements": ["Fe", "B", "F", "F", "F", "F", "B", "F", "F", "F", "F", "O", "S", "O", "O", "C", "C", "C", "H", "H", "H", "H", "H", "H", "H", "H", "O", "S", "O", "O", "C", "C", "C", "H", "H", "H", "H", "H", "H", "H", "H", "O", "S", "O", "O", "C", "C", "C", "H", "H", "H", "H", "H", "H", "H", "H", "O", "S", "O", "O", "C", "C", "C", "H", "H", "H", "H", "H", "H", "H", "H", "O", "S", "O", "O", "C", "C", "C", "H", "H", "H", "H", "H", "H", "H", "H", "O", "S", "O", "O", "C", "C", "C", "H", "H", "H", "H", "H", "H", "H", "H", "O", "S", "O", "O", "C", "C", "C", "H", "H", "H", "H", "H", "H", "H", "H", "O", "S", "O", "O", "C", "C", "C", "H", "H", "H", "H", "H", "H", "H", "H", "O", "S", "O", "O", "C", "C", "C", "H", "H", "H", "H", "H", "H", "H", "H"],
  "xyz": [[0.402291, 0.008161, 0.102141], [2.291806, -2.404710, -0.023202], [2.721655, -1.114662, 0.017461], [1.001279, -2.223446, 0.111093], [2.685416, -2.961477, -1.210362], [2.788147, -3.045809, 1.064303], [-1.931581, -1.252897, 0.334217], [-3.048952, -0.644246, 0.865828], [-1.527529, -0.539545, -0.702511], [-1.019468, -1.121904, 1.294416], [-2.148385, -2.508805, -0.199626], [-6.095210, 0.296538, 5.812787], [-5.568789, -0.819084, 6.568441], [-6.362733, -2.046307, 6.709775], [-4.119663, -1.241040, 5.866794], [-3.227582, -0.124818, 5.423305], [-2.291803, -0.576396, 4.266424], [-5.064100, -0.307366, 8.226505], [-2.792448, 0.293170, 6.331069], [-3.804471, 0.669799, 4.950137], [-2.721833, -0.683122, 3.270539], [-1.882152, -1.565745, 4.470070], [-1.385076, 0.027547, 4.231825], [-5.894726, -0.365714, 8.929886], [-4.641914, 0.696122, 8.172914], [-4.288361, -0.985526, 8.582056], [-4.865201, -2.441899, -7.952344], [-3.785861, -1.830174, -7.186862], [-3.216691, -0.562129, -7.707427], [-4.291543, -1.411026, -5.660293], [-3.445989, -0.627634, -4.895213], [-3.865153, -0.724417, -3.408034], [-2.486592, -3.039558, -6.810953], [-3.475629, 0.402009, -5.251653], [-2.445312, -1.059319, -4.875314], [-3.073371, -0.423267, -2.722100], [-4.161076, -1.709320, -3.046804], [-4.768374, -0.148494, -3.206502], [-2.873563, -3.660588, -6.003071], [-1.588585, -2.457023, -6.605203], [-2.423089, -3.680507, -7.690299], [-0.623333, 1.864379, -1.830593], [-1.429083, 2.585552, -2.846724], [-2.764709, 2.076964, -3.064916], [-1.439810, 4.188943, -2.292786], [-2.080584, 5.151403, -3.075695], [-2.688499, 6.226185, -2.202965], [-0.454788, 2.758504, -4.420072], [-2.803622, 4.714739, -3.764639], [-1.331155, 5.589418, -3.734943], [-1.919421, 6.562142, -1.507451], [-3.568044, 5.967809, -1.613250], [-2.909819, 7.091360, -2.827921], [-1.092699, 3.355934, -5.071406], [-0.219685, 1.768393, -4.810607], [0.500360, 3.270066, -4.301331], [9.300006, -1.670557, 1.563590], [8.254051, -0.780144, 2.040972], [8.270058, 0.585556, 1.538810], [6.754918, -1.489191, 1.827555], [6.333945, -2.415480, 0.841277], [5.822434, -1.631683, -0.394979], [8.155577, -0.771801, 3.967014], [5.462685, -2.991716, 1.152664], [7.153601, -3.094661, 0.606803], [5.544015, -2.307132, -1.203904], [6.550723, -0.949315, -0.833252], [4.972806, -1.024278, -0.083074], [7.308406, -0.137034, 4.226734], [9.136471, -0.494497, 4.353101], [7.875417, -1.737295, 4.388230], [0.539028, -0.419587, -1.987992], [0.767159, -1.176624, -3.196246], [0.328658, -0.670298, -4.506662], [2.388296, -1.333053, -3.296663], [2.912741, -1.874252, -4.530318], [4.365692, -2.161001, -4.468499], [0.118390, -2.910869, -3.071272], [2.664875, -1.123734, -5.280906], [2.365149, -2.775685, -4.805397], [4.937389, -1.270351, -4.207714], [4.784203, -2.446955, -5.433466], [4.618735, -2.862328, -3.673375], [0.293286, -3.293003, -2.065539], [0.793863, -3.450807, -3.734814], [-0.859709, -3.075075, -3.523453], [1.206746, -1.060578, 4.434617], [1.691854, -0.074322, 3.468698], [1.118549, 0.112819, 2.125212], [1.592891, 1.375063, 4.309285], [2.185352, 2.571423, 3.685360], [3.414956, 3.057501, 4.419813], [3.555258, -0.219269, 3.229075], [1.424177, 3.351606, 3.681241], [2.473168, 2.453410, 2.640689], [4.300518, 2.468388, 4.181428], [3.187910, 2.948298, 5.480302], [3.559994, 4.108265, 4.168900], [3.789303, -1.145569, 2.704382], [4.192133, -0.158413, 4.111563], [3.883965, 0.568534, 2.551279], [1.806954, 1.441890, -0.315478], [2.622823, 2.614199, -0.408361], [3.616221, 2.992914, 0.589774], [3.309417, 2.603552, -1.908204], [3.976808, 1.482354, -2.433071], [5.434101, 1.860530, -2.757452], [1.529683, 4.098683, -0.561653], [3.381649, 1.230640, -3.310867], [3.867037, 0.532961, -1.908940], [5.928939, 0.937832, -3.060558], [5.860391, 2.161571, -1.800499], [5.694539, 2.629742, -3.484494], [1.981444, 4.862470, 0.071319], [0.527952, 3.827078, -0.228690], [1.501813, 4.352547, -1.621309], [-5.291987, -3.963359, 1.155069], [-4.343726, -4.852967, 1.850698], [-4.797318, -5.711020, 2.962087], [-3.422907, -5.757144, 0.727694], [-3.973611, -5.926380, -0.598746], [-5.162220, -6.846584, -0.617975], [-2.944399, -3.838205, 2.458375], [-3.258146, -6.526633, -1.160791], [-4.102419, -4.975059, -1.114993], [-5.603281, -7.103862, -1.580977], [-5.918571, -6.350015, -0.010143], [-5.069146, -7.806172, -0.109419], [-3.016916, -2.844993, 2.015237], [-2.050827, -4.397848, 2.181928], [-3.092354, -3.678581, 3.526422], [-0.723571, 1.665668, 0.894295], [-1.722606, 2.496277, 1.587749], [-2.036717, 2.323979, 3.006760], [-1.117898, 4.040741, 1.440317], [-1.374021, 5.134155, 2.392871], [-2.884656, 5.324193, 2.737029], [-3.196241, 2.800798, 0.460501], [-0.882058, 5.982971, 1.917904], [-0.731574, 4.825078, 3.217393], [-3.462798, 5.276200, 1.814235], [-3.138917, 6.250813, 3.251647], [-3.289461, 4.561696, 3.402488], [-3.180986, 1.874913, -0.114477], [-3.155304, 3.703279, -0.149376], [-4.067676, 2.827631, 1.114703]],
  "forces_ev_per_a": [[0.22, -0.87, 0.34], [2.67, -0.50, 0.11], [1.89, 3.47, -0.21], [-5.51, -0.53, -0.12], [0.01, -1.02, -0.86], [0.88, -1.29, 1.20], [-3.63, -1.77, -0.06], [-1.70, 0.17, 0.27], [1.44, 2.95, -3.33], [3.00, -0.54, 2.46], [-0.15, -0.95, 0.70], [0.35, -0.62, 0.89], [-0.18, -1.62, -0.84], [1.78, 2.15, -0.30], [-0.96, 0.95, 0.41], [-0.69, -0.10, -1.30], [0.53, -1.16, 1.35], [0.40, -0.06, -0.28], [0.60, -0.28, -0.22], [-0.55, -0.06, 0.46], [-0.45, 0.58, 0.28], [-0.04, -0.21, 0.29], [-0.33, 0.40, -0.06], [-0.16, 0.12, -0.41], [-0.20, 0.00, -0.04], [-0.07, -0.13, -0.23], [1.52, 0.52, 1.85], [-0.41, 3.06, -0.60], [-0.52, -2.76, 0.74], [-1.38, -2.31, -2.59], [0.98, 0.27, 2.37], [-0.80, 0.09, 0.04], [-1.02, 0.36, -0.45], [0.34, -0.07, 0.06], [0.38, 0.35, -0.60], [0.01, 0.32, -0.29], [0.29, -0.46, -0.62], [0.16, 0.40, -0.03], [0.25, 0.23, 0.19], [-0.03, -0.35, 0.11], [0.27, 0.27, -0.08], [-1.61, 2.46, -2.45], [2.00, -0.85, 2.14], [1.14, 1.30, -0.38], [0.33, -3.11, 0.20], [-0.64, 0.81, -1.18], [0.51, 0.42, 0.10], [-0.75, 0.13, 0.65], [-0.35, -0.24, 0.23], [0.17, 0.31, 0.03], [0.04, 0.02, 0.13], [-0.01, -0.33, -0.28], [-0.23, -0.04, -0.01], [0.02, -0.29, -0.20], [-0.52, -0.13, 0.10], [-0.21, 0.13, 0.67], [-1.30, 0.67, 0.68], [-0.39, -0.85, 0.34], [-0.52, -1.64, 0.88], [1.12, 1.47, 1.72], [0.18, 0.42, -2.38], [0.51, -0.05, 0.21], [-0.37, -0.30, -1.55], [0.25, 0.11, 0.88], [0.02, -0.01, -0.05], [-0.33, -0.14, 0.19], [0.39, -0.03, 0.27], [-0.10, -0.22, -0.15], [0.48, 0.52, -0.14], [-0.24, 0.39, -0.21], [0.28, -0.32, -0.69], [0.86, -0.68, -1.66], [0.25, -0.78, -1.57], [0.29, -0.29, 2.08], [-1.33, -0.06, 0.66], [-1.17, 0.33, -1.01], [1.17, 0.61, 0.94], [1.42, 0.53, -0.31], [0.22, -0.10, -0.25], [-0.07, -0.10, 0.13], [-0.13, 0.32, 0.06], [-0.37, -0.38, 0.02], [-0.14, -0.35, -0.27], [-0.41, 0.28, 0.00], [0.18, -0.03, 0.06], [-0.17, 0.74, 0.54], [0.63, 1.87, -2.25], [1.21, 0.39, 1.22], [0.96, -0.25, 2.57], [0.48, -1.14, -1.69], [0.04, 0.08, -0.47], [-0.59, -0.45, 0.52], [-0.57, 0.04, -0.60], [-0.26, -0.24, 0.27], [-0.38, -0.64, -0.08], [-0.01, 0.14, -0.02], [0.33, 0.27, 0.16], [0.22, -0.07, 0.07], [-0.54, -0.20, 0.06], [-0.81, -0.03, 0.43], [-0.40, 0.19, -0.06], [0.73, -0.12, 0.27], [0.90, 2.88, -1.05], [-1.08, -1.45, -1.02], [-1.58, 1.26, 2.74], [0.47, -0.70, -2.13], [-0.19, -0.93, 1.04], [0.62, -1.15, -0.32], [0.24, 0.18, -0.52], [0.31, 0.35, 1.00], [0.19, 0.00, -0.02], [0.32, 0.00, -0.02], [-0.81, 0.03, -0.08], [-0.02, -0.08, -0.25], [0.18, -0.14, 0.05], [0.06, 0.15, 0.17], [1.44, -2.04, 0.81], [0.05, 0.69, 0.50], [0.79, 1.19, -2.56], [-1.62, 0.91, 0.84], [0.61, -1.38, -0.56], [-1.84, 0.31, 1.21], [-0.94, -0.27, -0.10], [0.93, 0.58, 0.23], [-0.27, 0.03, 0.31], [0.30, 0.53, -0.25], [-0.57, -0.01, -0.26], [0.88, 0.04, 0.06], [0.06, -0.43, -0.39], [0.01, 0.36, 0.26], [0.10, -0.52, 0.03], [-1.95, 1.69, 1.46], [0.44, 2.43, 0.24], [0.34, -0.32, -2.54], [-0.17, -1.09, -0.54], [-0.33, -1.25, 0.57], [0.56, -0.24, -0.17], [0.48, -1.61, 1.10], [-0.42, 0.05, -0.11], [-0.47, 0.49, 0.58], [0.00, 0.19, -0.04], [0.50, 0.27, -0.26], [0.40, -0.30, -0.15], [-0.38, 0.13, -0.28], [0.72, -0.21, 0.25], [0.08, -0.12, 0.01]],
  "e_lumo_ev": [-0.3398, -0.3404],
  "e_tot_ha": -8799.66277,
  "de_lowest_kcal_mol": 17.3,
  "s2": 6.005,
  "orbital_gap_ev": [9.85, 9.21],
  "multiplicity": 5,
  "total_charge": 0
}